Record 1
A cluster of 5 separate species, C30H50BrFIN4O9S4 in total in a non-equilibrium geometry. Source: the Open Molecules 2025 dataset; level of theory: ωB97M-V/def2-TZVPD.

XYZ file:
```
100
Properties=species:S:1:pos:R:3:forces:R:3:lowdin_charge:R:1
C -2.986288 -1.876131 2.334943 -0.1 0.0 0.1 0.10
C -3.946219 -2.569382 2.530355 -0.4 0.4 -0.3 -0.13
C -5.241503 -3.232134 2.726899 0.2 -0.5 -0.1 -0.21
C -5.578641 -4.323607 1.682627 0.8 -0.1 -0.1 -0.21
C -5.077577 -4.062650 0.244051 -1.0 0.1 0.8 -0.21
N -5.376284 -2.690991 -0.234842 0.5 -0.4 0.3 -0.41
Br -7.106176 -2.130084 0.050551 0.1 0.1 -0.1 1.00
C -4.403979 -1.989811 -0.832713 -0.4 1.3 -0.2 -0.34
N -3.200356 -2.482535 -1.089813 0.7 -0.6 -0.2 0.23
C -2.501657 -1.537106 -1.720910 -1.4 -0.2 0.6 -0.24
C -1.102597 -1.692869 -2.187634 0.3 -0.5 0.6 -0.12
C -0.115266 -1.269597 -1.082540 -0.1 -0.1 -0.2 -0.77
O 0.406853 -0.213435 -1.031964 0.0 0.0 0.1 0.03
I 0.281099 -2.823509 0.383996 -0.1 0.3 -0.2 0.86
N -3.261231 -0.445605 -1.841710 2.1 -0.1 -1.3 0.02
C -2.815724 0.791720 -2.489285 -1.4 1.4 1.0 -0.09
C -2.215892 1.735292 -1.460691 0.2 0.2 0.1 -0.15
C -1.784275 2.952896 -1.747006 -0.2 0.2 -0.3 0.05
N -4.471039 -0.689983 -1.278119 -0.1 -0.1 0.2 0.06
C -5.482360 0.355534 -1.253255 -1.1 -0.1 0.0 -0.11
C -6.525895 0.126396 -2.360656 0.8 0.1 -0.3 -0.23
F -7.631872 0.880859 -2.091294 -0.2 -0.1 0.1 -0.01
H -2.175192 -1.197878 2.226438 0.2 -0.2 0.0 0.00
H -5.210093 -3.718460 3.703015 -0.2 0.1 0.1 0.12
H -6.031008 -2.482216 2.746859 0.1 0.1 0.1 0.09
H -5.038897 -5.224258 1.987694 -0.2 -0.1 -0.1 0.12
H -6.635280 -4.579749 1.699785 -0.1 0.2 0.1 0.10
H -4.005605 -4.220321 0.235042 0.0 0.2 -0.4 0.12
H -5.617190 -4.739647 -0.419417 0.4 -0.2 -0.1 0.12
H -0.902671 -1.163432 -3.113061 0.1 0.2 0.1 0.12
H -0.939875 -2.753077 -2.363515 -0.1 0.0 -0.1 0.09
H -2.151716 0.587416 -3.319524 0.2 -0.4 0.1 0.14
H -3.688906 1.298586 -2.913309 0.0 -0.3 -0.2 0.12
H -2.168714 1.418854 -0.421095 0.5 -0.5 -0.2 0.10
H -1.147274 3.491640 -1.062663 -0.5 0.2 0.3 0.05
H -2.077794 3.473824 -2.655687 0.5 -0.3 -0.3 0.08
H -5.948796 0.372811 -0.271141 -0.1 -0.1 -0.1 0.10
H -5.062890 1.347075 -1.403633 0.5 -0.2 0.2 0.13
H -6.103298 0.457325 -3.316341 -0.1 0.0 0.0 0.13
H -6.771411 -0.930183 -2.471215 -0.3 0.1 0.2 0.08
C -3.794457 -5.521998 -6.493450 -0.1 0.0 0.1 -0.21
C -4.688849 -4.356902 -6.048583 0.0 0.0 -0.1 -0.21
C -4.184726 -3.893128 -4.675250 -0.3 0.1 -0.1 -0.23
S -2.430877 -4.289822 -4.629176 -0.1 -0.1 -0.4 0.67
O -2.206186 -5.279863 -3.609349 0.1 0.2 0.2 -0.31
O -1.655835 -3.066105 -4.646885 -0.1 0.0 0.2 -0.34
C -2.359954 -5.071583 -6.233290 -0.1 -0.1 -0.2 -0.22
H -3.947275 -5.771224 -7.541465 0.0 0.0 0.0 0.12
H -4.019064 -6.410439 -5.899771 0.0 0.0 0.0 0.12
H -4.606514 -3.539306 -6.767186 0.0 0.0 0.0 0.12
H -5.737125 -4.646848 -6.002465 0.0 0.0 0.0 0.12
H -4.308153 -2.821288 -4.529951 0.1 0.0 0.1 0.09
H -4.663743 -4.436009 -3.861896 0.1 0.0 0.0 0.10
H -1.642194 -5.887911 -6.203110 0.1 0.1 0.1 0.11
H -2.041706 -4.318108 -6.953484 0.0 0.0 0.0 0.11
C 4.093162 0.182139 -0.544585 0.0 -0.1 0.0 -0.22
C 3.166047 1.306721 -0.079203 0.0 0.1 0.0 -0.21
C 3.655736 1.763058 1.299637 -0.3 0.0 -0.1 -0.22
S 5.423012 1.419172 1.342933 -0.1 0.0 -0.2 0.67
O 5.666450 0.410503 2.341019 0.1 0.1 0.1 -0.31
O 6.158221 2.658568 1.340888 0.0 -0.1 0.1 -0.32
C 5.516418 0.660544 -0.278000 -0.2 -0.1 -0.2 -0.22
H 3.944982 -0.051898 -1.598209 0.0 0.0 0.0 0.12
H 3.889762 -0.722705 0.034274 0.0 0.0 0.0 0.12
H 3.222855 2.140317 -0.782837 0.0 0.0 0.0 0.12
H 2.131284 0.979830 -0.040847 0.0 0.0 0.0 0.08
H 3.498764 2.826504 1.464525 0.1 0.0 0.1 0.10
H 3.193895 1.190547 2.103009 0.1 0.0 0.0 0.09
H 6.254417 -0.137661 -0.261619 0.1 0.1 0.1 0.11
H 5.815494 1.432545 -0.986528 0.0 0.0 0.1 0.11
C -0.104805 1.013899 3.331363 0.1 0.1 0.0 -0.22
C 0.656650 2.071873 4.142475 -0.1 0.0 0.0 -0.20
C 0.462062 3.420312 3.435477 0.3 -0.1 0.2 -0.21
S -1.119111 3.319053 2.590421 0.0 0.0 0.3 0.68
O -0.890441 3.371245 1.163467 -0.1 0.0 0.1 -0.33
O -2.069707 4.192930 3.220154 -0.1 0.1 -0.2 -0.30
C -1.474511 1.622475 3.040975 0.1 -0.3 0.1 -0.23
H -0.192835 0.073126 3.873585 0.0 0.0 0.0 0.12
H 0.422158 0.814417 2.392968 0.0 0.0 0.0 0.11
H 0.246067 2.122047 5.152186 0.0 0.0 0.0 0.12
H 1.713845 1.827421 4.232933 0.0 0.0 0.0 0.11
H 0.430905 4.253865 4.132112 -0.1 0.1 -0.1 0.11
H 1.227324 3.596350 2.682175 -0.1 0.0 -0.1 0.09
H -2.007336 1.137722 2.225058 -0.1 0.2 0.0 0.08
H -2.098445 1.644539 3.933781 0.0 0.0 0.0 0.11
C 8.681549 4.940031 2.823806 0.1 -0.1 0.0 -0.22
C 8.638287 3.439952 3.138816 0.2 0.1 0.1 -0.22
C 10.066121 3.007739 3.499681 -0.3 -0.2 -0.1 -0.22
S 10.875207 4.460898 4.180868 -0.2 0.0 0.1 0.66
O 11.942846 4.853076 3.296392 0.1 0.0 0.1 -0.32
O 11.103865 4.273845 5.590719 0.2 0.0 0.0 -0.33
C 9.498225 5.579745 3.942836 -0.3 0.1 -0.2 -0.23
H 7.682232 5.368964 2.764475 0.0 0.0 0.0 0.11
H 9.175441 5.102487 1.863157 0.0 0.0 0.0 0.12
H 7.974739 3.264874 3.988397 0.0 0.0 0.0 0.12
H 8.253820 2.866443 2.303872 0.0 0.0 0.0 0.08
H 10.083322 2.216278 4.244493 0.1 0.0 0.0 0.10
H 10.629589 2.700392 2.620751 0.1 0.1 0.0 0.10
H 9.877038 6.569692 3.699702 0.1 0.0 0.1 0.11
H 8.936937 5.611000 4.876271 0.0 0.0 0.0 0.11
```
Forces are in eV/Å.

Values from the calculation:
* net charge: +1
* molecular weight: 964.8 g/mol
* orbital gap: 7.74 eV

***

Record 2
The molecule C2HN3O3 in a non-equilibrium geometry. Source: the Open Molecules 2025 dataset; level of theory: ωB97M-V/def2-TZVPD.

XYZ file:
```
9
Properties=species:S:1:pos:R:3:forces:R:3:nbo_charge:R:1
O 2.953877 -0.022731 -0.056228 0.7 0.7 -0.5 -0.47
C 1.789423 -0.029549 -0.019937 -3.6 -1.8 1.9 0.81
N 0.870369 1.156109 0.223015 1.5 -0.2 -1.6 -0.14
N -0.334926 1.093140 -0.023044 -1.3 -0.8 0.9 -0.14
C -1.027185 -0.228623 -0.049831 4.0 1.0 0.1 0.53
O -2.346405 -0.200231 0.035410 -1.2 3.5 -1.5 -0.63
N -0.316054 -1.278176 0.113468 -1.2 -1.2 -0.1 -0.15
O 1.093813 -1.286352 0.058425 -0.3 2.6 -0.4 -0.33
H -2.682915 0.796413 -0.281274 1.5 -3.8 1.3 0.52
```
Forces are in eV/Å.

Values from the calculation:
* relative energy (zero: lowest compared OMol25 entry of this formula, charge and spin): 560.0 kJ/mol
* molecular weight: 115.0 g/mol
* orbital gap: 8.22 eV

***

> Which formula does entry 2 have?

C2HN3O3

***

> Among the records above, which one has the lowest molecular weight?

C2HN3O3

***

> Among the records above, which one has the lowest molecular weight?

C2HN3O3

***

> Look up the molecular weight of the second one.

115.0 g/mol